# C5H41N3O13

A 14-piece molecular cluster, C5H41N3O13 overall at a distorted geometry (the ωB97M-V functional and the def2-TZVPD basis, OMol25).

The calculation puts the energy at -1357.4292 Eh. For the relative energy (zero: lowest compared OMol25 entry of this formula, charge and spin), the calculation gives 94.27 kcal/mol. The HOMO energy comes out at -9.399 eV.

Last column: Löwdin charge in e.
Element x y z (Å)
C: 0.587 3.978 -0.396  -0.047
C: 1.063 2.599 0.084  -0.435
C: 2.058 1.794 -0.730  -0.157
C: 1.471 1.452 -2.131  -0.248
N: 0.609 0.280 -2.305  -0.002
N: -0.023 1.756 0.552  -0.042
C: -0.524 2.060 1.925  -0.305
N: -1.437 1.030 2.358  0.013
H: 1.220 4.401 -1.200  0.086
H: -0.467 3.799 -0.684  0.061
H: 0.525 4.752 0.422  0.091
H: 1.600 2.981 1.084  0.130
H: 2.265 0.792 -0.170  0.116
H: 2.931 2.398 -1.051  0.124
H: 2.294 1.193 -2.827  0.115
H: 0.965 2.411 -2.447  0.118
H: -0.222 0.528 -1.751  0.066
H: 0.281 0.215 -3.255  0.094
H: -0.781 1.730 -0.124  0.062
H: -0.763 3.108 2.077  0.108
H: 0.409 1.989 2.653  0.142
H: -1.060 0.069 2.237  0.074
H: -1.567 1.084 3.359  0.078
H: -4.005 -2.019 1.006  0.046
H: -4.137 -2.747 -0.315  0.032
O: -4.159 -1.859 0.050  -0.069
H: 4.002 2.173 1.461  0.011
H: 3.139 2.707 2.747  0.064
O: 3.489 2.903 1.852  -0.078
H: -2.634 2.446 -2.997  0.043
H: -2.407 2.140 -1.508  0.011
O: -2.024 2.716 -2.280  -0.127
H: -1.463 -3.124 -0.903  0.029
H: -0.460 -4.316 -0.769  0.021
O: -1.373 -4.062 -0.887  -0.033
H: 0.338 -2.366 2.643  -0.022
H: -0.902 -3.096 2.881  0.069
O: 0.082 -3.266 2.739  -0.069
H: -2.465 2.780 0.942  -0.029
H: -3.831 3.182 1.474  0.056
O: -3.259 3.261 0.699  -0.045
H: 0.446 -0.182 1.107  -0.024
H: 1.597 -1.134 0.856  0.004
O: 0.937 -0.878 1.510  -0.050
H: 0.901 -3.731 1.152  -0.025
H: 1.306 -2.964 -0.152  -0.010
O: 1.107 -3.835 0.241  -0.064
H: -0.043 -2.976 -4.764  0.087
H: -0.004 -3.845 -3.513  -0.020
O: 0.590 -3.471 -4.128  -0.075
H: 1.185 -0.959 -1.322  0.076
H: 2.624 -1.642 -1.523  0.041
O: 1.965 -1.533 -0.877  -0.121
H: -2.496 -4.376 1.934  0.055
H: -2.381 -3.848 0.530  0.009
O: -2.732 -3.595 1.421  -0.089
H: -3.374 0.943 0.147  0.071
H: -3.034 -0.170 -0.795  0.035
O: -2.800 0.752 -0.636  -0.079
H: 5.173 -0.276 0.893  0.036
H: 4.739 0.855 0.069  0.044
O: 5.408 0.642 0.774  -0.053

# C6H10O

C6H10O in the gas phase at a distorted geometry (the ωB97M-V functional and the def2-TZVPD basis, OMol25).

The calculation puts the energy at -309.7988 Eh. As for the SMILES: CC(C)=C/C=C/O. For the relative energy (zero: lowest compared OMol25 entry of this formula, charge and spin), the calculation gives 27.36 kcal/mol. The HOMO energy comes out at -7.642 eV.

Last column: Löwdin charge in e.
Element x y z (Å)
C: 0.358 2.303 -0.574  -0.064
C: 0.205 0.985 0.150  -0.366
C: -0.152 1.106 1.602  -0.063
C: 0.440 -0.177 -0.468  -0.101
C: -0.288 -1.423 -0.220  -0.099
C: 0.065 -2.558 -0.830  -0.194
O: -0.740 -3.667 -0.923  -0.008
H: -0.643 2.736 -0.585  0.084
H: 0.992 2.987 0.000  0.077
H: 0.819 2.096 -1.537  0.074
H: -0.800 1.975 1.729  0.076
H: 0.769 1.316 2.154  0.087
H: -0.529 0.184 2.046  0.071
H: 1.051 -0.145 -1.363  0.106
H: -1.170 -1.408 0.410  0.109
H: 0.966 -2.660 -1.419  0.119
H: -1.343 -3.649 -0.174  0.092

# C55H46KN5O2S2

C55H46KN5O2S2 as an isolated structure at a distorted geometry (the ωB97M-V functional and the def2-TZVPD basis, OMol25).

The calculation puts the energy at -3944.0825 Eh. For the relative energy (zero: lowest compared OMol25 entry of this formula, charge and spin), the calculation gives 22.79 kcal/mol. The HOMO energy comes out at -5.472 eV.

Last column: Löwdin charge in e.
Element x y z (Å)
K: 2.904 0.567 -0.138  0.751
C: 2.422 0.048 3.594  -0.141
N: 2.585 1.123 2.636  -0.055
C: 1.982 2.375 3.044  -0.134
C: 1.907 3.283 1.856  -0.297
N: 2.172 2.924 0.636  0.128
C: 1.958 4.059 -0.136  -0.213
C: 2.113 4.242 -1.507  0.003
C: 1.855 5.500 -2.020  -0.087
C: 1.462 6.561 -1.192  -0.101
C: 1.311 6.396 0.174  -0.032
C: 1.565 5.126 0.678  -0.203
N: 1.515 4.593 1.954  0.166
C: 2.808 -1.242 2.941  -0.284
N: 3.178 -1.366 1.699  0.136
C: 3.531 -2.701 1.554  -0.217
C: 4.103 -3.348 0.464  -0.007
C: 4.416 -4.687 0.606  -0.099
C: 4.161 -5.377 1.800  -0.101
C: 3.612 -4.740 2.900  -0.026
C: 3.322 -3.388 2.755  -0.189
N: 2.851 -2.426 3.631  0.167
H: 1.393 -0.035 3.978  0.108
H: 3.085 0.220 4.448  0.133
H: 2.132 0.835 1.783  0.013
H: 2.592 2.842 3.824  0.133
H: 0.966 2.244 3.452  0.113
H: 2.447 3.425 -2.134  0.117
H: 1.972 5.677 -3.082  0.100
H: 1.280 7.534 -1.631  0.098
H: 1.013 7.219 0.812  0.105
H: 1.279 5.080 2.800  0.160
H: 4.316 -2.798 -0.446  0.112
H: 4.879 -5.216 -0.218  0.101
H: 4.421 -6.426 1.872  0.098
H: 3.443 -5.266 3.831  0.105
H: 2.623 -2.556 4.600  0.160
C: 5.238 2.142 -0.635  -0.249
C: 5.235 1.213 -1.697  -0.247
C: 5.533 -0.063 -1.159  -0.251
C: 5.718 0.085 0.231  -0.246
C: 5.534 1.444 0.553  -0.233
H: 5.088 3.210 -0.729  0.075
H: 5.127 1.454 -2.748  0.069
H: 5.689 -0.973 -1.727  0.067
H: 5.994 -0.703 0.920  0.076
H: 5.629 1.879 1.539  0.077
C: -7.025 -1.894 2.509  -0.043
C: -5.603 -1.487 2.231  -0.270
C: -5.036 -0.379 2.862  -0.029
C: -3.731 0.003 2.600  -0.052
C: -2.980 -0.730 1.693  -0.364
C: -3.515 -1.845 1.069  -0.079
C: -4.825 -2.215 1.336  -0.039
S: -1.277 -0.293 1.351  1.028
O: -0.631 0.082 2.648  -0.492
C: -1.585 1.261 0.498  -0.297
C: -1.404 2.445 1.238  -0.051
C: -1.613 3.650 0.638  -0.010
C: -1.963 3.724 -0.732  -0.143
C: -2.165 4.970 -1.377  -0.029
C: -2.495 5.027 -2.698  -0.072
C: -2.640 3.836 -3.444  -0.066
C: -2.461 2.621 -2.850  -0.005
C: -2.118 2.530 -1.474  -0.096
C: -1.939 1.274 -0.822  -0.161
C: -2.283 0.024 -1.569  -0.144
C: -3.674 -0.323 -1.643  -0.114
C: -4.669 0.436 -0.971  -0.008
C: -5.982 0.070 -1.025  -0.064
C: -6.379 -1.074 -1.752  -0.074
C: -5.447 -1.821 -2.410  -0.032
C: -4.077 -1.464 -2.373  -0.160
C: -3.094 -2.230 -3.046  -0.010
C: -1.779 -1.902 -2.954  -0.056
C: -1.367 -0.780 -2.190  -0.277
S: 0.410 -0.405 -2.183  1.052
O: 0.728 0.341 -0.931  -0.638
C: 0.979 -2.081 -1.965  -0.402
C: 0.635 -2.810 -0.833  -0.053
C: 1.044 -4.126 -0.732  -0.024
C: 1.786 -4.731 -1.750  -0.267
C: 2.173 -6.181 -1.655  -0.047
C: 2.152 -3.969 -2.853  -0.028
C: 1.758 -2.641 -2.964  -0.070
H: -7.446 -1.319 3.333  0.075
H: -7.082 -2.952 2.767  0.083
H: -7.655 -1.736 1.632  0.078
H: -5.630 0.194 3.565  0.113
H: -3.293 0.860 3.097  0.116
H: -2.919 -2.411 0.361  0.115
H: -5.249 -3.079 0.839  0.121
H: -1.091 2.365 2.272  0.099
H: -1.492 4.571 1.194  0.115
H: -2.040 5.876 -0.799  0.113
H: -2.643 5.984 -3.181  0.104
H: -2.895 3.890 -4.495  0.105
H: -2.577 1.713 -3.427  0.119
H: -4.377 1.309 -0.402  0.126
H: -6.724 0.658 -0.500  0.110
H: -7.424 -1.356 -1.785  0.105
H: -5.741 -2.698 -2.974  0.114
H: -3.401 -3.092 -3.627  0.119
H: -1.039 -2.511 -3.456  0.112
H: 0.053 -2.346 -0.044  0.089
H: 0.794 -4.696 0.155  0.123
H: 2.225 -6.505 -0.617  0.073
H: 3.141 -6.361 -2.121  0.080
H: 1.436 -6.803 -2.170  0.086
H: 2.760 -4.412 -3.632  0.119
H: 2.046 -2.050 -3.825  0.116

# C17H10Br2N4OS

C17H10Br2N4OS in the gas phase at a distorted geometry (the ωB97M-V functional and the def2-TZVPD basis, OMol25).

The calculation puts the energy at -6494.3067 Eh. As for the SMILES: Cc1nnc(-n2c(-c3ccccc3)nc3c(Br)cc(Br)cc3c2=O)s1. For the relative energy (zero: lowest compared OMol25 entry of this formula, charge and spin), the calculation gives 0.00 kcal/mol. The HOMO energy comes out at -8.839 eV.

Last column: Löwdin charge in e.
Element x y z (Å)
C: -4.812 -0.969 -2.201  -0.084
C: -3.524 -1.035 -1.438  -0.606
N: -2.705 -2.062 -1.392  0.010
N: -1.597 -1.837 -0.640  0.059
C: -1.577 -0.610 -0.160  -0.572
N: -0.506 -0.163 0.652  0.080
C: 0.800 -0.177 0.178  -0.168
C: 1.119 -0.263 -1.314  -0.155
C: 0.526 0.576 -2.267  -0.024
C: 0.843 0.398 -3.643  -0.069
C: 1.727 -0.584 -4.023  -0.099
C: 2.293 -1.415 -3.082  -0.081
C: 2.024 -1.256 -1.733  -0.024
N: 1.836 0.122 0.945  0.156
C: 1.646 0.563 2.251  -0.261
C: 2.763 0.972 2.994  -0.542
Br: 4.569 0.676 2.307  0.705
C: 2.553 1.533 4.285  -0.128
C: 1.261 1.742 4.816  -0.629
Br: 0.961 2.640 6.514  0.702
C: 0.166 1.328 4.058  -0.040
C: 0.355 0.712 2.788  -0.051
C: -0.771 0.329 1.925  -0.351
O: -1.911 0.430 2.367  0.058
S: -2.967 0.373 -0.531  1.114
H: -4.744 -0.098 -2.866  0.081
H: -5.673 -0.894 -1.565  0.071
H: -4.928 -1.895 -2.763  0.084
H: -0.145 1.400 -1.979  0.113
H: 0.402 1.046 -4.394  0.103
H: 1.962 -0.765 -5.059  0.104
H: 2.983 -2.210 -3.355  0.109
H: 2.439 -1.924 -0.963  0.125
H: 3.456 1.816 4.836  0.101
H: -0.823 1.501 4.453  0.109

# C40H57Br4N2O11P2Ta

C40H57Br4N2O11P2Ta as an isolated structure at a distorted geometry (the ωB97M-V functional and the def2-TZVPD basis, OMol25).

The calculation puts the energy at -13531.7955 Eh. For the relative energy (zero: lowest compared OMol25 entry of this formula, charge and spin), the calculation gives 39.73 kcal/mol. The HOMO energy comes out at -7.498 eV.

Last column: Löwdin charge in e.
Element x y z (Å)
Ta: 1.880 0.533 0.128  1.957
C: -4.401 -1.578 4.334  -0.045
C: -3.650 -2.571 3.434  -0.559
C: -3.353 -3.851 4.225  -0.043
C: -4.554 -2.929 2.257  -0.067
C: -2.342 -1.930 2.970  -0.159
C: -2.024 -1.747 1.639  0.040
C: -0.832 -1.100 1.285  -0.143
N: -0.305 -0.943 -0.013  0.136
C: -0.952 -1.054 -1.116  -0.159
C: -2.369 -0.764 -1.295  0.043
C: -2.917 -0.753 -2.516  -0.138
C: -2.101 -1.119 -3.691  0.047
C: -0.793 -1.403 -3.665  -0.076
C: -0.111 -1.389 -2.339  -0.280
O: 1.040 -1.726 -2.203  0.089
C: 0.036 -1.709 -4.909  -0.531
C: 0.623 -3.127 -4.818  -0.030
C: -0.804 -1.620 -6.182  -0.064
C: 1.181 -0.685 -5.021  -0.037
C: -4.345 -0.297 -2.782  -0.556
C: -5.082 0.070 -1.496  -0.056
C: -4.315 0.939 -3.695  -0.036
C: -5.110 -1.432 -3.479  -0.037
C: 0.078 -0.711 2.275  -0.242
O: 1.152 -0.066 1.854  -0.228
C: -0.150 -1.001 3.624  -0.071
C: -1.392 -1.542 3.921  0.026
C: 0.864 -0.789 4.763  -0.518
C: 0.408 0.393 5.628  -0.032
C: 0.913 -2.065 5.621  -0.050
C: 2.300 -0.527 4.288  -0.040
H: -5.350 -2.009 4.663  0.085
H: -3.822 -1.326 5.225  0.079
H: -4.611 -0.650 3.797  0.091
H: -4.286 -4.321 4.551  0.086
H: -2.803 -4.568 3.611  0.092
H: -2.755 -3.645 5.116  0.078
H: -5.490 -3.349 2.631  0.087
H: -4.801 -2.047 1.659  0.078
H: -4.094 -3.675 1.602  0.089
H: -2.656 -2.159 0.871  0.098
H: -2.914 -0.395 -0.443  0.105
H: -2.609 -1.123 -4.646  0.093
H: -0.178 -3.869 -4.756  0.093
H: 1.208 -3.339 -5.717  0.089
H: 1.270 -3.239 -3.951  0.079
H: -1.625 -2.343 -6.181  0.090
H: -1.221 -0.620 -6.331  0.088
H: -0.170 -1.846 -7.041  0.088
H: 1.864 -0.770 -4.175  0.079
H: 1.744 -0.866 -5.941  0.091
H: 0.776 0.332 -5.059  0.071
H: -4.593 0.890 -0.965  0.092
H: -6.096 0.392 -1.741  0.090
H: -5.158 -0.785 -0.819  0.083
H: -3.770 1.756 -3.215  0.086
H: -3.843 0.730 -4.657  0.079
H: -5.333 1.283 -3.891  0.090
H: -5.121 -2.330 -2.857  0.095
H: -6.144 -1.126 -3.655  0.090
H: -4.673 -1.694 -4.444  0.078
H: -1.618 -1.727 4.965  0.105
H: -0.586 0.224 6.049  0.083
H: 1.107 0.546 6.456  0.089
H: 0.375 1.314 5.039  0.077
H: -0.038 -2.285 6.109  0.071
H: 1.190 -2.929 5.011  0.096
H: 1.665 -1.947 6.404  0.086
H: 2.407 0.414 3.757  0.052
H: 2.951 -0.499 5.166  0.092
H: 2.659 -1.318 3.627  0.100
N: 2.283 2.439 -3.635  0.162
C: 1.946 3.229 -2.342  -0.433
C: 1.811 4.702 -2.685  -0.058
P: 3.494 2.822 -1.329  0.410
O: 4.528 3.117 -2.563  -0.150
O: 3.870 3.678 -0.202  -0.242
O: 3.371 1.286 -1.277  -0.375
P: 0.319 2.411 -1.867  0.448
O: -0.243 2.362 -3.405  -0.161
O: -0.733 3.030 -1.056  -0.246
O: 0.821 0.963 -1.602  -0.426
H: 3.195 2.755 -3.973  0.138
H: 1.539 2.555 -4.323  0.134
H: 2.361 1.442 -3.408  0.122
H: 2.678 5.045 -3.252  0.088
H: 1.766 5.278 -1.763  0.083
H: 0.903 4.898 -3.258  0.087
H: 5.283 3.606 -2.216  0.093
H: -1.203 2.438 -3.377  0.077
Br: 8.378 -0.966 2.317  0.712
C: 6.661 -1.078 1.542  -0.742
C: 6.300 -2.183 0.772  -0.747
Br: 7.512 -3.600 0.477  0.707
C: 5.017 -2.248 0.206  -0.640
Br: 4.411 -3.687 -0.852  0.778
C: 4.139 -1.213 0.415  -0.365
O: 2.878 -1.140 -0.063  -0.237
C: 4.494 -0.100 1.180  -0.385
O: 3.539 0.823 1.314  -0.238
C: 5.751 -0.029 1.746  -0.633
Br: 6.125 1.503 2.780  0.784
C: 1.082 4.651 1.021  -0.037
C: 1.181 3.269 1.643  -0.598
C: -0.144 2.857 2.262  -0.016
C: 2.304 3.229 2.662  -0.023
O: 1.467 2.309 0.570  -0.368
H: 0.834 5.365 1.809  0.094
H: 0.294 4.686 0.265  0.068
H: 2.042 4.937 0.589  0.065
H: -0.456 3.632 2.965  0.094
H: -0.047 1.919 2.811  0.063
H: -0.910 2.749 1.494  0.081
H: 1.994 3.822 3.526  0.097
H: 3.228 3.634 2.249  0.079
H: 2.505 2.212 2.986  0.051